Record 1
Below is a cluster of 10 separate species, C66H129F3N6O16 in total, with properties calculated with ωB97M-V/def2-TZVPD.

Structure (XYZ):
```
220
C66H129F3N6O16 (ωB97M-V/def2-TZVPD)
C -2.602 1.782 -6.028
C -1.216 2.207 -6.521
C -1.277 2.745 -7.949
C -0.790 3.503 -5.703
C -0.265 3.160 -4.295
C 0.789 2.032 -4.298
C 0.414 0.770 -5.223
C 1.782 0.056 -5.516
C -0.487 -0.260 -4.391
N -0.127 1.222 -6.480
O -0.365 0.184 -7.421
H -2.655 1.796 -4.940
H -3.434 2.377 -6.404
H -2.845 0.750 -6.282
H -0.455 3.244 -8.463
H -1.718 1.947 -8.545
H -1.991 3.568 -7.989
H 0.119 3.886 -6.165
H -1.473 4.347 -5.794
H 0.233 4.082 -3.997
H -1.146 2.979 -3.680
H 0.981 1.668 -3.289
H 1.778 2.336 -4.640
H 2.227 -0.286 -4.581
H 2.450 0.759 -6.013
H 1.765 -0.767 -6.230
H -1.358 0.280 -4.019
H -0.034 -0.687 -3.496
H -0.934 -1.017 -5.036
H 0.186 0.394 -8.179
C 6.905 -3.385 -1.121
C 5.373 -3.349 -0.991
C 4.896 -4.375 0.058
C 4.835 -1.997 -0.453
C 4.707 -0.865 -1.441
C 3.887 -1.395 -2.613
C 4.374 -2.641 -3.287
C 3.259 -3.182 -4.251
C 5.698 -2.286 -4.041
N 4.608 -3.680 -2.227
O 4.936 -4.868 -2.720
H 7.286 -2.605 -1.780
H 7.414 -3.242 -0.168
H 7.181 -4.355 -1.535
H 3.819 -4.307 0.214
H 5.153 -5.406 -0.184
H 5.424 -4.142 0.983
H 3.833 -2.115 -0.041
H 5.597 -1.722 0.276
H 4.192 -0.066 -0.907
H 5.659 -0.477 -1.803
H 3.832 -0.529 -3.272
H 2.860 -1.590 -2.306
H 2.303 -3.379 -3.764
H 3.652 -4.061 -4.762
H 3.119 -2.522 -5.107
H 5.566 -2.257 -5.123
H 6.549 -2.953 -3.910
H 6.050 -1.266 -3.887
H 4.134 -5.390 -2.802
C 0.794 -10.510 3.307
C 1.732 -9.336 2.892
C 3.190 -9.893 2.890
C 1.322 -8.966 1.451
C 1.795 -7.564 1.016
C 1.417 -6.451 2.004
C 1.858 -6.803 3.407
C 3.409 -6.603 3.598
C 1.085 -5.832 4.359
N 1.496 -8.161 3.813
O 1.854 -8.489 5.093
H -0.253 -10.209 3.269
H 0.927 -11.398 2.689
H 1.024 -10.821 4.326
H 3.304 -10.897 2.481
H 3.901 -9.279 2.338
H 3.575 -9.922 3.910
H 1.667 -9.685 0.709
H 0.242 -9.102 1.493
H 2.853 -7.502 0.765
H 1.363 -7.336 0.042
H 0.355 -6.208 1.979
H 1.964 -5.579 1.644
H 4.002 -7.245 2.948
H 3.732 -6.808 4.619
H 3.652 -5.551 3.451
H 0.949 -4.846 3.916
H 1.420 -5.758 5.394
H 0.075 -6.227 4.463
H 0.985 -8.784 5.375
C -3.841 3.441 7.054
C -4.239 3.214 5.523
C -3.171 3.988 4.643
C -3.978 1.674 5.392
C -4.751 1.065 4.221
C -6.230 1.439 4.323
C -6.544 2.953 4.415
C -6.365 3.620 3.004
C -8.008 2.978 4.869
N -5.651 3.601 5.416
O -5.849 4.892 5.501
H -4.722 3.196 7.648
H -3.053 2.864 7.538
H -3.514 4.431 7.374
H -2.165 3.701 4.951
H -3.402 3.887 3.582
H -3.198 5.044 4.913
H -2.940 1.459 5.137
H -4.234 1.170 6.324
H -4.225 1.419 3.334
H -4.602 -0.001 4.396
H -6.729 0.882 5.116
H -6.584 1.063 3.363
H -6.662 4.664 3.096
H -6.960 3.076 2.270
H -5.406 3.601 2.486
H -8.621 2.105 4.647
H -8.646 3.760 4.455
H -8.109 2.954 5.954
H -6.148 5.018 6.404
C 6.057 4.063 -1.776
C 4.538 3.910 -1.459
C 3.883 3.076 -2.600
C 4.420 3.164 -0.154
C 2.958 3.116 0.408
C 2.503 4.614 0.603
C 2.661 5.509 -0.670
C 1.536 5.127 -1.683
C 2.442 6.988 -0.229
N 3.985 5.328 -1.216
O 4.233 6.166 -2.383
H 6.167 4.379 -2.813
H 6.594 4.775 -1.149
H 6.636 3.140 -1.801
H 3.567 3.764 -3.385
H 4.479 2.216 -2.906
H 2.938 2.650 -2.262
H 4.858 2.174 -0.281
H 5.051 3.691 0.562
H 2.306 2.526 -0.236
H 3.065 2.568 1.345
H 2.947 5.170 1.429
H 1.438 4.421 0.725
H 0.597 5.292 -1.155
H 1.524 4.083 -1.994
H 1.503 5.785 -2.551
H 3.032 7.156 0.672
H 1.398 7.226 -0.021
H 2.732 7.760 -0.941
H 3.426 5.993 -2.873
C -0.996 1.321 1.946
C -1.523 0.330 0.843
C -2.958 0.604 0.369
C -0.587 0.585 -0.434
C 0.746 -0.043 -0.343
C 0.530 -1.533 -0.267
C -0.287 -1.969 0.952
C -0.705 -3.420 0.655
C 0.655 -1.982 2.158
N -1.516 -1.191 1.152
O -2.239 -1.460 2.291
H 0.037 1.136 2.239
H -1.200 2.359 1.684
H -1.599 1.162 2.840
H -3.153 1.655 0.160
H -3.165 0.037 -0.538
H -3.735 0.393 1.104
H -1.042 0.395 -1.406
H -0.579 1.673 -0.491
H 1.381 0.022 -1.226
H 1.408 0.399 0.402
H 1.485 -2.055 -0.207
H 0.118 -1.791 -1.242
H -1.263 -3.531 -0.275
H -1.291 -3.824 1.481
H 0.194 -4.027 0.547
H 1.575 -2.513 1.914
H 0.203 -2.438 3.038
H 1.023 -0.994 2.435
H -1.537 -1.374 2.941
O -5.506 -0.788 -3.928
C -4.766 -1.374 -3.085
O -5.207 -2.400 -2.304
C -4.255 -2.452 -1.255
C -3.041 -2.054 -1.972
F -2.595 -3.092 -2.677
O -3.583 -0.968 -2.687
H -4.557 -1.888 -0.372
H -4.192 -3.493 -0.939
H -2.177 -1.775 -1.370
O -0.477 -0.524 4.708
C 0.155 0.424 5.139
O 1.417 0.878 4.723
C 1.491 2.277 5.093
C 0.511 2.339 6.299
F -0.118 3.504 6.293
O -0.415 1.373 5.918
H 2.538 2.502 5.296
H 1.114 2.879 4.267
H 0.853 2.128 7.312
O -5.980 2.039 0.267
C -5.829 2.261 -0.925
O -6.623 3.006 -1.682
C -6.336 2.861 -3.077
C -4.899 2.369 -2.943
F -4.033 3.408 -2.949
O -4.984 1.700 -1.706
H -6.990 2.147 -3.579
H -6.443 3.722 -3.736
H -4.581 1.681 -3.726
C -1.961 6.098 -1.543
C -2.193 5.401 -0.200
C -3.377 4.500 -0.022
O -1.492 5.626 0.776
H -1.745 7.146 -1.338
H -2.795 6.067 -2.245
H -1.076 5.735 -2.066
H -3.380 3.881 -0.919
H -4.244 5.154 -0.113
H -3.481 3.901 0.882
```

Output
LUMO = 0.36 eV
Net charge = 0
SMILES = CC1(C)CCCC(C)(C)N1O.CC1(C)CCCC(C)(C)N1O.CC1(C)CCCC(C)(C)N1O.CC1(C)CCCC(C)(C)N1O.CC1(C)CCCC(C)(C)N1O.CC1(C)CCCC(C)(C)N1O.O=C1OC[C@@H](F)O1.O=C1OC[C@@H](F)O1.O=C1OC[C@@H](F)O1.CC(C)=O
Electronic energy = -120376.6206 eV

Atomic partial charges in e from the Mulliken method, atoms 1 to 4: -1.03, 1.81, -2.11, -2.09

---

Record 2
Below is a cluster of 15 separate species, C66H137N7O38 in total, with properties calculated with ωB97M-V/def2-TZVPD.

Structure (XYZ):
```
248
C66H137N7O38 (ωB97M-V/def2-TZVPD)
C 2.147 -4.984 -1.906
C 2.528 -6.356 -1.455
O 3.380 -6.772 -2.480
C 3.207 -6.053 -3.584
O 3.735 -6.313 -4.674
O 2.429 -4.992 -3.299
H 2.665 -4.168 -1.404
H 1.127 -4.674 -1.678
H 1.610 -6.943 -1.425
H 3.115 -6.424 -0.539
C 0.035 1.910 -5.849
C -1.060 2.335 -6.825
O -1.169 3.722 -6.487
C -0.087 4.147 -5.728
O 0.134 5.341 -5.521
O 0.699 3.082 -5.374
H 0.720 1.167 -6.256
H -0.431 1.359 -5.032
H -2.019 1.832 -6.702
H -0.768 2.105 -7.849
C -1.259 8.719 2.412
C -1.330 8.549 0.909
O -1.485 7.134 0.833
C -0.861 6.566 1.826
O -0.565 5.395 1.990
O -0.562 7.546 2.716
H -2.161 8.966 2.972
H -0.537 9.490 2.678
H -0.385 8.832 0.446
H -1.950 9.241 0.339
C -1.982 5.792 5.131
C -2.508 4.531 4.459
O -2.767 3.786 5.638
C -1.956 4.181 6.604
O -1.783 3.470 7.625
O -1.463 5.381 6.344
H -2.831 6.475 5.119
H -1.193 6.194 4.495
H -1.844 3.957 3.812
H -3.389 4.829 3.891
C 2.296 2.020 2.089
C 2.800 3.442 1.923
O 2.073 4.082 2.885
C 1.410 3.229 3.695
O 0.896 3.516 4.781
O 1.694 2.013 3.392
H 3.022 1.276 1.760
H 1.408 1.904 1.467
H 2.545 3.784 0.920
H 3.881 3.546 2.026
C -2.139 -4.455 -3.545
C -2.223 -5.779 -4.177
O -1.889 -6.698 -3.116
C -2.236 -6.052 -1.914
O -2.398 -6.594 -0.857
O -2.407 -4.808 -2.188
H -2.963 -3.862 -3.939
H -1.175 -3.976 -3.717
H -1.596 -5.830 -5.067
H -3.246 -6.026 -4.463
C -4.900 -2.473 -7.218
C -4.830 -3.119 -5.802
O -4.456 -2.083 -4.908
C -4.194 -1.004 -5.638
O -3.838 0.030 -5.157
O -4.417 -1.197 -6.884
H -5.933 -2.634 -7.524
H -4.218 -2.884 -7.962
H -4.132 -3.933 -5.607
H -5.805 -3.545 -5.566
C -4.935 3.896 0.631
C -6.349 3.961 1.105
O -6.488 2.628 1.579
C -5.540 1.858 1.007
O -5.518 0.592 1.064
O -4.748 2.579 0.293
H -4.222 4.279 1.362
H -4.761 4.504 -0.257
H -7.004 4.208 0.270
H -6.743 4.674 1.829
C -1.238 -0.735 -2.596
O -0.273 -1.777 -2.730
C 0.933 -1.464 -2.099
C 0.721 -1.176 -0.605
N -0.054 -2.256 -0.064
C -0.555 -1.841 1.271
C -1.577 -0.729 1.357
O -0.856 0.446 1.586
C -1.685 1.609 1.345
H -1.882 -0.816 -3.471
H -0.823 0.258 -2.770
H -1.826 -0.859 -1.687
H 1.456 -0.643 -2.590
H 1.530 -2.375 -2.103
H 0.257 -0.190 -0.570
H 1.695 -1.024 -0.140
H -0.832 -2.342 -0.702
H 0.293 -1.643 1.927
H -1.074 -2.649 1.785
H -2.222 -0.738 2.236
H -2.243 -0.597 0.504
H -1.973 1.833 0.318
H -1.169 2.484 1.741
H -2.716 1.599 1.699
C 2.069 -2.175 -5.601
O 3.194 -1.789 -6.412
C 3.693 -0.416 -6.135
C 3.876 0.409 -7.433
N 5.172 0.096 -7.919
C 5.521 0.480 -9.285
C 7.054 0.221 -9.433
O 7.795 1.208 -8.737
C 9.169 1.177 -9.235
H 1.351 -1.403 -5.326
H 2.388 -2.446 -4.595
H 1.584 -2.957 -6.186
H 4.540 -0.363 -5.451
H 2.914 0.158 -5.634
H 3.991 1.431 -7.071
H 3.005 0.369 -8.086
H 5.198 -0.892 -7.710
H 5.208 1.503 -9.494
H 4.980 -0.213 -9.930
H 7.451 0.129 -10.443
H 7.352 -0.664 -8.869
H 9.553 0.159 -9.290
H 9.823 1.668 -8.515
H 9.335 1.752 -10.146
C 5.819 -2.676 2.559
O 5.811 -2.137 1.289
C 4.472 -1.918 0.785
C 4.422 -2.421 -0.716
N 5.373 -1.716 -1.555
C 5.391 -1.936 -2.965
C 5.609 -3.336 -3.389
O 6.826 -3.802 -2.875
C 6.863 -5.220 -3.015
H 5.325 -3.647 2.567
H 5.231 -2.056 3.236
H 6.837 -2.836 2.916
H 4.214 -0.868 0.922
H 3.741 -2.572 1.259
H 3.399 -2.239 -1.044
H 4.542 -3.502 -0.798
H 6.287 -2.074 -1.316
H 6.216 -1.313 -3.311
H 4.425 -1.676 -3.397
H 5.770 -3.136 -4.448
H 4.704 -3.862 -3.086
H 6.163 -5.769 -2.385
H 7.838 -5.517 -2.627
H 6.865 -5.495 -4.070
C -2.422 2.645 -3.110
O -1.123 2.730 -2.394
C -0.848 3.997 -1.820
C 0.332 3.975 -0.831
N 1.537 3.420 -1.509
C 2.207 4.342 -2.433
C 2.969 5.467 -1.870
O 3.372 6.219 -2.991
C 4.523 7.070 -2.781
H -3.206 2.489 -2.369
H -2.316 1.756 -3.732
H -2.721 3.552 -3.636
H -1.752 4.248 -1.266
H -0.649 4.821 -2.506
H 0.000 3.267 -0.072
H 0.490 4.933 -0.336
H 1.346 2.633 -2.111
H 1.389 4.768 -3.014
H 2.820 3.809 -3.160
H 3.795 5.095 -1.264
H 2.349 6.087 -1.222
H 5.304 6.652 -3.416
H 4.812 7.176 -1.735
H 4.319 8.125 -2.965
C 0.008 -2.860 4.932
O 1.037 -2.079 5.526
C 1.715 -1.129 4.741
C 2.892 -0.532 5.575
N 4.141 -1.422 5.721
C 3.862 -2.607 6.559
C 5.118 -3.529 6.503
O 6.085 -3.122 7.440
C 7.021 -4.259 7.856
H -0.571 -3.510 5.588
H 0.300 -3.490 4.092
H -0.734 -2.139 4.589
H 1.021 -0.334 4.468
H 1.899 -1.622 3.787
H 2.575 -0.341 6.601
H 3.246 0.385 5.103
H 4.806 -0.899 6.272
H 3.100 -3.266 6.144
H 3.597 -2.333 7.580
H 5.528 -3.613 5.497
H 4.781 -4.512 6.832
H 6.830 -4.756 8.806
H 7.993 -3.795 8.024
H 7.182 -5.049 7.123
C -2.215 -5.426 4.007
O -3.479 -4.989 3.494
C -3.543 -5.162 2.046
C -4.724 -4.411 1.475
N -6.004 -4.814 2.063
C -7.164 -4.268 1.348
C -7.497 -2.888 1.875
O -7.749 -3.016 3.324
C -8.616 -1.966 3.892
H -1.532 -4.585 3.887
H -1.878 -6.419 3.708
H -2.370 -5.550 5.078
H -3.636 -6.245 1.967
H -2.667 -4.733 1.559
H -4.697 -4.561 0.396
H -4.607 -3.338 1.628
H -5.996 -4.483 3.017
H -8.032 -4.927 1.378
H -6.992 -4.139 0.279
H -8.234 -2.313 1.314
H -6.701 -2.145 1.826
H -8.576 -2.017 4.980
H -9.647 -2.092 3.559
H -8.263 -0.989 3.562
C -1.029 0.492 6.100
O -2.463 0.762 5.875
C -2.990 0.385 4.658
C -4.565 0.704 4.726
N -4.744 2.223 4.656
C -6.060 2.730 4.984
C -6.157 3.460 6.322
O -5.481 4.733 6.322
C -5.535 5.342 7.607
H -0.940 -0.580 6.276
H -0.624 1.035 6.953
H -0.504 0.729 5.174
H -2.946 -0.683 4.445
H -2.372 0.963 3.971
H -4.989 0.321 5.655
H -4.907 0.147 3.854
H -3.985 2.661 5.157
H -6.848 1.983 5.083
H -6.410 3.398 4.196
H -5.853 2.759 7.099
H -7.215 3.594 6.549
H -4.600 5.877 7.770
H -5.623 4.547 8.348
H -6.451 5.914 7.755
```

Output
LUMO (spin up / spin down) = -2.25 / -6.71 eV
Net charge = +1
Spin multiplicity = 2
Electronic energy = -158874.3332 eV

Atomic partial charges in e from the Mulliken method, atoms 1 to 4: 0.89, -0.28, -0.38, 0.51

---

Among the records above, which one has the highest net charge?
C66H137N7O38